No. 1
Formula: C16H32Br16
Source: the Open Molecules 2025 dataset
Level of theory: the ωB97M-V functional and the def2-TZVPD basis

The geometry in XYZ format:
```
64
Properties=species:S:1:pos:R:3:forces:R:3:mulliken_charge:R:1
Br -1.287826 -4.733238 4.348018 0.00 -0.26 0.10 -0.183
C -0.207624 -3.224733 4.875814 0.61 0.34 -0.67 0.139
C -0.813524 -2.481619 6.018750 -0.15 0.47 0.17 -0.564
Br -0.042735 -0.688049 6.051958 0.12 -0.08 0.07 -0.163
H -0.152230 -2.570311 4.009677 -0.26 -0.10 -0.09 -0.403
H 0.817327 -3.544410 5.041953 -0.10 -0.26 0.30 0.387
H -0.624838 -2.898855 6.998109 -0.06 -0.23 0.03 0.371
H -1.871824 -2.322045 5.853735 -0.10 -0.07 0.11 0.362
Br 2.074476 2.440090 -1.080472 0.22 0.07 0.17 -0.166
C 2.138549 2.788898 0.862232 0.29 -0.30 -0.98 -0.294
C 2.128228 4.254361 1.060954 -0.24 0.69 0.67 -0.663
Br 1.931031 4.576620 2.984838 -0.03 0.02 -0.02 -0.157
H 3.083389 2.376430 1.187869 -0.14 -0.37 0.27 0.389
H 1.261901 2.284867 1.239788 0.04 -0.14 0.36 0.114
H 1.287222 4.747668 0.590103 -0.01 0.04 -0.09 0.366
H 3.064125 4.725182 0.794691 0.04 0.03 -0.23 0.444
Br -3.718375 2.679082 1.161586 -0.01 0.03 0.08 -0.186
C -2.758097 2.000211 2.725514 -0.38 -0.86 -0.59 -0.261
C -1.880374 3.080472 3.226684 0.20 0.52 0.61 -0.366
Br -1.128191 2.553809 4.947926 0.08 0.05 -0.13 -0.139
H -2.227655 1.121037 2.370151 0.21 0.09 0.03 -0.062
H -3.486256 1.647728 3.447057 -0.17 0.30 0.05 0.480
H -2.449256 3.977991 3.436555 0.00 0.11 -0.05 0.380
H -1.058084 3.320085 2.562543 0.09 -0.05 -0.03 0.128
Br 0.004332 -0.743097 1.872072 0.02 -0.07 0.12 -0.175
C 0.076520 -0.584107 -0.076584 0.18 0.37 0.38 0.408
C -0.868967 0.505829 -0.461094 -0.58 -0.33 0.34 -0.406
Br -0.752964 0.798288 -2.357476 -0.15 0.07 -0.35 -0.130
H -0.235687 -1.524918 -0.514440 0.29 -0.16 0.02 0.011
H 1.105605 -0.306155 -0.261980 0.10 -0.30 -0.31 -0.029
H -0.717920 1.411104 0.119012 0.17 0.27 -0.36 0.214
H -1.884150 0.163395 -0.291402 -0.14 0.18 0.04 0.142
Br 0.267935 -3.801084 -2.346993 -0.02 -0.01 -0.46 -0.100
C 0.731981 -4.918566 -0.851938 0.23 -0.25 0.06 -0.613
C 0.313544 -4.287841 0.422901 -0.63 0.51 0.83 -0.211
Br -1.613457 -3.970783 0.504745 -0.05 -0.01 -0.01 -0.086
H 1.815421 -5.000880 -0.854600 0.07 -0.09 -0.10 0.382
H 0.280708 -5.896761 -0.965012 -0.06 -0.05 -0.27 0.426
H 0.770305 -3.315103 0.578220 0.05 0.03 0.00 -0.216
H 0.484324 -4.906046 1.300425 0.27 -0.16 -0.12 0.395
Br -4.402135 -0.166273 -1.038409 -0.23 0.32 0.11 -0.077
C -3.955737 -1.896007 -1.713712 0.63 -0.64 -0.15 0.029
C -4.296837 -2.133315 -3.167393 -0.85 0.12 0.54 -0.671
Br -6.213879 -1.857246 -3.492931 0.15 0.00 -0.05 -0.180
H -4.403776 -2.647621 -1.071013 -0.29 0.11 0.01 0.425
H -2.875903 -2.001491 -1.575811 -0.03 0.05 -0.17 -0.243
H -4.175831 -3.187624 -3.385029 0.41 0.01 -0.23 0.393
H -3.777755 -1.467296 -3.841556 0.16 -0.06 -0.11 0.353
Br 6.615856 -0.650705 -3.383934 0.13 0.07 0.07 -0.166
C 5.785462 -1.646691 -1.942179 -0.36 0.03 0.27 -0.564
C 4.298626 -1.331937 -1.972952 0.34 -0.14 -0.39 -0.550
Br 3.341413 -2.351690 -0.625034 0.13 -0.13 0.05 -0.139
H 6.259901 -1.390592 -0.999733 0.02 0.21 -0.06 0.388
H 5.975261 -2.694748 -2.142625 -0.08 -0.07 -0.07 0.365
H 3.934956 -1.586060 -2.966406 -0.37 -0.12 0.21 0.407
H 4.045005 -0.302917 -1.759084 0.25 0.21 0.00 0.300
Br 0.521400 6.213681 -5.929827 -0.08 0.10 -0.09 -0.144
C -0.106072 5.419905 -4.262263 -0.26 1.16 -0.24 -0.630
C 0.167813 3.964962 -4.249445 -0.11 -0.50 0.13 -0.186
Br -0.967172 3.019033 -5.511999 0.07 -0.07 -0.12 -0.124
H -1.157602 5.676022 -4.167937 -0.06 -0.18 -0.13 0.389
H 0.423676 6.002809 -3.514538 0.20 -0.40 0.26 0.354
H -0.095312 3.502324 -3.302979 0.20 0.13 0.19 -0.065
H 1.201774 3.778932 -4.515132 0.04 -0.26 0.03 0.373
```
Positions in Å, forces in eV/Å.

Structure (SMILES): BrCCBr.BrCCBr.BrCCBr.BrCCBr.BrCCBr.BrCCBr.BrCCBr.BrCCBr
HOMO energy, eV: -9.876
Calculated total energy, hartree: -41813.0955
Total charge: 0
LUMO, eV: 0.100
Orbital gap, eV: 9.98
2S+1: 1
Relative energy (zero: lowest compared OMol25 entry of this formula, charge and spin), eV: 0.4978



No. 2
Formula: C19H20N2O6
Source: the Open Molecules 2025 dataset
Level of theory: the ωB97M-V functional and the def2-TZVPD basis

The geometry in XYZ format:
```
47
Properties=species:S:1:pos:R:3:forces:R:3:mulliken_charge:R:1
C 3.782825 -2.459008 2.732811 -1.19 -0.32 -0.02 -1.226
C 4.362786 -1.549710 1.685373 1.20 -0.12 -0.21 -0.202
O 3.351187 -0.730313 1.093435 -0.98 1.23 -2.04 -0.117
C 3.628513 -0.078049 -0.103603 5.57 -1.23 0.30 0.484
O 4.784439 -0.050455 -0.577987 -3.26 -0.36 1.37 -0.578
C 2.575225 0.740443 -0.776066 -0.68 2.29 -2.20 0.045
O 2.737980 1.390961 -1.814271 0.97 -1.78 1.96 -0.577
C 1.265008 0.834091 -0.175957 -1.22 0.19 2.14 0.466
C 0.822428 1.769942 0.728302 0.75 0.99 0.07 -0.434
N 1.493579 2.891359 1.269997 -1.19 -1.28 -0.22 0.041
C 0.788596 3.645111 2.359515 1.04 -0.46 -0.02 -1.044
C 2.965320 2.977369 1.192220 -0.27 0.43 1.42 -0.996
C 0.387884 -0.255834 -0.544161 -1.34 -0.62 -0.30 0.223
O 0.829330 -1.541281 -0.659739 -2.14 0.53 -0.24 -0.289
N -0.323630 -2.338792 -0.979996 0.00 0.05 0.00 -0.785
C -1.398315 -1.559451 -1.051543 2.51 0.27 0.70 -0.040
C -2.738994 -2.125555 -1.280844 -0.72 0.00 -0.37 0.787
C -3.904898 -1.348752 -1.362856 -1.01 0.51 0.55 -0.120
C -5.180093 -1.933248 -1.469620 0.91 -1.10 -0.25 -0.703
C -5.306920 -3.340191 -1.663667 -0.13 2.26 -0.26 -0.410
C -4.140598 -4.073619 -1.719545 -0.25 -0.26 0.14 -0.643
C -2.901637 -3.494205 -1.454185 0.05 -0.49 -0.10 -0.571
C -0.954146 -0.210903 -0.804185 -0.13 0.35 -0.41 1.613
C -1.782438 1.023278 -0.848391 -1.39 0.76 1.46 -0.241
O -2.558473 1.307888 0.067257 1.07 -0.21 -1.56 -0.531
O -1.641489 1.779284 -1.953030 0.16 -0.94 0.06 -0.283
C -2.572646 2.838726 -2.147045 -0.53 0.09 -0.52 -0.747
H 4.567858 -2.853184 3.362010 0.35 -0.08 0.06 0.400
H 3.059805 -1.962761 3.400723 0.29 0.02 -0.34 0.308
H 3.269755 -3.312946 2.269223 0.04 0.24 0.15 0.305
H 4.885182 -2.140835 0.914130 -0.31 0.33 0.12 0.311
H 5.130788 -0.929483 2.157213 -0.14 0.32 -0.25 0.292
H -0.216533 1.685733 1.074088 0.50 0.02 -0.15 0.460
H -0.215186 3.277875 2.555643 -0.13 -0.07 -0.60 0.350
H 0.759582 4.735126 2.186850 0.07 -0.54 -0.18 0.303
H 1.298520 3.459719 3.313323 0.19 0.19 -0.13 0.373
H 3.302625 3.087415 0.176771 0.07 -0.03 -0.47 0.408
H 3.475541 2.093502 1.667112 -0.52 0.70 -0.35 0.220
H 3.284362 3.901525 1.744233 -0.28 -0.90 -0.47 0.413
H -3.923163 -0.256873 -1.238462 0.40 -0.60 -0.06 0.287
H -6.056067 -1.297743 -1.434086 0.04 -0.04 -0.06 0.392
H -6.308412 -3.724716 -1.875524 0.50 -0.23 0.22 0.358
H -4.230426 -5.122098 -1.970290 0.31 -0.12 0.20 0.367
H -2.043096 -4.142219 -1.382106 0.20 0.00 -0.14 0.455
H -2.549196 3.511882 -1.320678 -0.19 0.35 0.79 0.331
H -2.259573 3.411127 -3.019027 0.19 -0.36 -0.08 0.279
H -3.603190 2.469865 -2.323365 0.62 0.02 0.28 0.266
```
Positions in Å, forces in eV/Å.

Structure (SMILES): CCOC(=O)C(=O)/C(=C\N(C)C)c1onc(-c2ccccc2)c1C(=O)OC
HOMO energy, eV: -8.138
Calculated total energy, hartree: -1296.8578
Total charge: 0
LUMO, eV: -0.636
Orbital gap, eV: 7.50
2S+1: 1
Relative energy (zero: lowest compared OMol25 entry of this formula, charge and spin), eV: 4.6259



No. 3
Formula: C3H9N2O2
Source: the Open Molecules 2025 dataset
Level of theory: the ωB97M-V functional and the def2-TZVPD basis

The geometry in XYZ format:
```
16
Properties=species:S:1:pos:R:3:forces:R:3:mulliken_charge:R:1
N 0.983947 -1.830680 0.640011 0.31 0.09 -0.75 -0.551
O 0.626123 -0.700233 1.496292 -0.45 -3.46 0.70 -0.326
C 1.061265 0.457975 0.905615 -2.97 0.45 -0.22 -0.665
C 0.216305 0.736279 -0.379788 0.11 0.11 2.17 -0.053
N -0.756804 -0.327209 -0.639331 1.25 -3.96 -1.42 -0.216
C -1.223273 1.045177 -0.459329 0.22 0.80 -0.07 0.123
O -1.494900 1.649278 -1.668395 -0.63 -0.09 0.98 -0.466
H 0.377047 -2.634237 0.773667 -0.45 0.35 0.86 0.210
H 1.904893 -2.205320 0.845271 0.27 0.60 0.48 0.254
H 2.027366 0.339143 0.654470 3.51 0.01 -1.14 0.358
H 0.995621 1.102560 1.761681 -0.26 1.27 -0.22 0.350
H 0.692834 1.047659 -1.257431 0.95 0.41 -1.00 0.502
H -0.618706 -0.833240 -1.558073 -0.73 1.39 0.81 0.334
H -0.630397 -1.113871 0.068107 -0.93 1.78 -0.45 0.394
H -1.822662 1.152949 0.451716 -0.03 0.31 -0.60 0.403
H -2.338659 2.113770 -1.634483 -0.17 -0.05 -0.13 0.351
```
Positions in Å, forces in eV/Å.

Structure (SMILES): NOC[C@H]1[NH2+][C@@H]1O
HOMO energy, eV: -14.424
Calculated total energy, hartree: -379.3140
Total charge: +1
LUMO, eV: -2.932
Orbital gap, eV: 11.49
2S+1: 1
Relative energy (zero: lowest compared OMol25 entry of this formula, charge and spin), eV: 5.1914



No. 4
Formula: C6H10
Source: the Open Molecules 2025 dataset
Level of theory: the ωB97M-V functional and the def2-TZVPD basis

The geometry in XYZ format:
```
16
Properties=species:S:1:pos:R:3:forces:R:3:mulliken_charge:R:1
C 1.993361 -0.015937 -0.655589 0.31 -0.11 1.29 -0.726
C 1.271851 0.150424 0.920629 3.20 0.16 -1.44 -0.706
C 0.624575 0.410413 -0.373479 -0.66 0.10 0.09 0.079
C -0.621678 -0.414756 -0.386594 0.71 -0.07 0.08 0.090
C -1.311150 -0.135866 0.880359 -3.07 -0.20 -1.59 -0.721
C -1.964252 -0.001146 -0.781744 -0.37 0.12 1.27 -0.749
H 2.228016 -1.071174 -0.771302 -0.31 0.12 -0.15 0.259
H 2.654978 0.630720 -1.260206 -0.25 -0.10 1.03 0.254
H 1.247658 -0.862755 1.326454 -0.33 0.33 -0.23 0.278
H 1.484860 0.910234 1.666933 0.30 0.11 -0.48 0.289
H 0.477641 1.473470 -0.562524 -0.20 -0.10 -0.04 0.278
H -0.469146 -1.482121 -0.547572 0.23 0.10 -0.04 0.276
H -1.544740 -0.878192 1.641075 -0.29 -0.10 -0.57 0.288
H -1.303852 0.888312 1.262451 0.24 -0.35 -0.29 0.282
H -2.558229 -0.652104 -1.452696 0.12 0.10 1.17 0.258
H -2.209900 1.050483 -0.906189 0.37 -0.10 -0.10 0.270
```
Positions in Å, forces in eV/Å.

Structure (SMILES): C1CC1C1CC1
HOMO energy, eV: -8.925
Calculated total energy, hartree: -234.4625
Total charge: 0
LUMO, eV: 1.264
Orbital gap, eV: 10.19
2S+1: 1
Relative energy (zero: lowest compared OMol25 entry of this formula, charge and spin), eV: 3.8088